Below is C37H43NO2PRe as an isolated structure at a distorted geometry, with properties calculated with ωB97M-V/def2-TZVPD.

Each line ends with the Löwdin spin population.
Element x y z (Å)
O -0.61 1.38 -4.30  0.00
C 0.68 2.06 -4.45  0.00
C 0.00 3.35 -4.93  0.00
H 1.31 1.48 -5.12  0.00
H 1.21 2.25 -3.50  0.00
C -1.35 2.59 -4.63  0.00
H 0.16 3.52 -5.99  0.00
H 0.20 4.22 -4.30  0.00
C -2.34 2.24 -5.76  0.00
H -1.85 1.57 -6.49  0.00
H -2.70 3.16 -6.22  0.00
H -3.21 1.67 -5.34  0.00
C -2.17 3.13 -3.47  0.00
H -1.62 3.07 -2.50  0.00
H -3.14 2.58 -3.40  0.00
H -2.41 4.19 -3.67  0.00
Re -0.34 0.31 0.70  1.63
C 1.16 2.49 1.10  0.15
C 2.19 1.56 0.92  0.12
C 1.94 0.81 -0.26  0.14
H 3.08 1.47 1.53  0.01
C 0.73 1.28 -0.86  0.01
C 0.20 2.34 0.03  0.06
H -0.59 3.05 -0.22  0.01
H 1.12 3.27 1.86  0.01
H 2.66 0.14 -0.74  0.01
H 0.41 1.09 -1.87  0.00
C -2.21 -0.63 1.27  0.05
C -2.51 0.61 0.59  0.02
C -2.00 0.52 -0.74  0.08
H -3.04 1.44 1.02  0.00
C -1.36 -0.76 -0.89  0.04
C -1.50 -1.48 0.35  0.07
H -1.16 -2.50 0.54  0.01
H -2.50 -0.88 2.28  0.00
H -2.16 1.25 -1.53  0.00
H -0.90 -1.14 -1.79  0.00
O -0.39 -0.74 -5.72  0.00
C -0.90 -0.51 -7.07  0.00
C -0.05 -1.22 -8.12  0.00
H -0.89 0.57 -7.30  0.00
H -1.96 -0.84 -7.10  0.00
C 0.86 -2.13 -7.27  0.00
H 0.53 -0.47 -8.67  0.00
H -0.67 -1.80 -8.81  0.00
C 0.52 -1.85 -5.78  0.00
H 1.90 -1.84 -7.42  0.00
H 0.71 -3.18 -7.52  0.00
H 1.39 -1.57 -5.18  0.00
H 0.06 -2.74 -5.31  0.00
N 0.20 0.00 2.35  0.38
P 0.57 -0.69 3.79  0.10
C 2.25 -0.48 4.31  0.01
C 2.81 0.82 4.38  0.01
C 4.14 0.98 4.77  0.00
C 4.92 -0.13 5.11  0.00
C 4.35 -1.41 5.12  0.00
C 3.01 -1.58 4.75  0.00
C -0.51 0.09 4.96  0.01
C -0.59 -0.53 6.22  0.00
C -1.39 0.05 7.20  0.00
C -2.05 1.26 6.95  0.00
C -1.94 1.88 5.69  0.00
C -1.20 1.28 4.67  0.00
C 0.12 -2.40 3.56  0.01
C 0.96 -3.22 2.80  0.00
C 0.57 -4.54 2.55  0.00
C -0.64 -5.03 3.04  0.00
C -1.49 -4.20 3.79  0.00
C -1.12 -2.88 4.02  0.01
H 2.19 1.69 4.10  0.00
H 4.58 1.98 4.78  0.00
H 5.97 0.01 5.38  0.00
H 4.96 -2.27 5.40  0.00
H 2.57 -2.57 4.78  0.00
H -0.02 -1.44 6.41  0.00
H -1.47 -0.47 8.16  0.00
H -2.64 1.72 7.74  0.00
H -2.45 2.84 5.53  0.00
H -1.15 1.74 3.69  0.00
H 1.93 -2.85 2.45  0.00
H 1.23 -5.18 1.97  0.00
H -0.94 -6.07 2.87  0.00
H -2.43 -4.57 4.18  0.00
H -1.78 -2.22 4.60  0.00

Summary:
- spin multiplicity = 4
- expectation value of S² = 3.77
- charge = +1
- E_LUMO (spin up / spin down) (eV) = -2.19 / -4.08
- HOMO (spin up / spin down) (eV) = -8.4654 / -10.2796
- orbital gap (spin up / spin down) (Ha) = 0.23080 / 0.22801